# C39H74N11OPPdSSi

C39H74N11OPPdSSi as an isolated structure (wB97M-V/def2-TZVPD, the OMol25 dataset).

Last column: Mulliken spin population.
Atoms and positions in Å:
Pd  -0.1637  -0.3318  0.0154  1.207
C  4.8406  1.2871  3.4354  -0.003
C  4.0653  -0.0236  3.4999  0.008
N  2.6265  0.1606  3.4552  -0.018
C  1.9480  0.3194  2.3130  -0.096
S  0.2116  0.3936  2.3970  0.759
N  2.6031  0.4341  1.1871  0.346
N  1.9537  0.3687  0.0469  0.017
C  2.5526  0.6214  -1.0782  0.112
C  3.9852  1.0555  -1.1331  0.033
C  1.7745  0.4504  -2.2859  -0.041
C  2.3514  0.5641  -3.5614  0.040
C  1.5567  0.4341  -4.6813  -0.007
C  0.1928  0.2263  -4.5145  0.044
C  -0.2984  0.0995  -3.2265  -0.022
N  0.4614  0.1744  -2.1445  0.081
H  5.9047  1.0739  3.4308  0.000
H  4.6175  1.9201  4.2886  0.000
H  4.5886  1.8244  2.5267  0.001
H  4.3013  -0.5533  4.4230  0.000
H  4.3388  -0.6458  2.6445  0.000
H  2.1162  0.2289  4.3233  0.001
H  4.3397  1.2431  -0.1227  0.004
H  4.0936  1.9568  -1.7331  0.006
H  4.6093  0.2766  -1.5707  0.002
H  3.4102  0.7357  -3.6593  0.001
H  1.9872  0.5006  -5.6679  0.001
H  -0.4693  0.1456  -5.3602  0.000
H  -1.3542  -0.0691  -3.0642  0.005
O  -0.1316  2.2195  -0.1449  0.074
P  0.0286  3.6858  -0.0838  0.000
N  -1.4619  4.4327  -0.1349  0.005
C  -2.7223  3.7068  -0.1306  -0.001
C  -3.7682  4.7582  -0.4910  0.000
C  -3.1545  6.0437  0.0631  0.000
C  -1.6719  5.8646  -0.2519  0.000
N  0.7291  4.3506  1.2866  0.004
C  2.1547  4.2651  1.5889  -0.004
C  2.2226  3.9442  3.0814  0.009
C  0.9527  4.6057  3.6079  0.000
C  -0.0536  4.2626  2.5174  0.002
N  1.0039  4.2640  -1.3141  -0.003
C  1.6672  5.5666  -1.3114  0.001
C  1.7260  5.9940  -2.7787  0.000
C  1.6859  4.6605  -3.5215  0.000
C  0.6923  3.8657  -2.6832  -0.002
H  -2.9059  3.2980  0.8715  0.000
H  -2.6756  2.8750  -0.8365  0.001
H  -4.7418  4.5435  -0.0564  0.000
H  -3.8786  4.8322  -1.5731  0.000
H  -3.3078  6.0974  1.1411  0.000
H  -3.5653  6.9404  -0.3927  0.000
H  -1.0207  6.4125  0.4330  0.000
H  -1.4593  6.1986  -1.2759  0.000
H  2.6163  5.2422  1.3996  0.000
H  2.6460  3.5149  0.9635  -0.001
H  3.1272  4.3319  3.5412  -0.001
H  2.1752  2.8674  3.2390  -0.010
H  1.0901  5.6854  3.6595  0.000
H  0.6467  4.2413  4.5841  -0.001
H  -0.8974  4.9546  2.4834  -0.001
H  -0.4444  3.2436  2.6555  0.009
H  2.6800  5.4410  -0.9157  0.000
H  1.1405  6.2860  -0.6826  0.000
H  2.6217  6.5711  -2.9924  0.000
H  0.8577  6.5971  -3.0432  0.000
H  2.6664  4.1858  -3.4952  0.000
H  1.3713  4.7602  -4.5566  0.000
H  0.7894  2.7852  -2.7876  -0.001
H  -0.3345  4.1455  -2.9554  0.000
C  -6.8794  0.3681  1.6238  0.000
C  -6.7757  0.2354  0.1090  0.001
C  -6.5196  1.5901  -0.5458  0.000
C  -5.7103  -0.8101  -0.2880  0.000
N  -4.3554  -0.3283  -0.2545  0.016
C  -3.6572  0.2875  -1.2290  -0.005
N  -2.4205  0.4444  -0.8153  -0.026
N  -2.3799  -0.0679  0.4119  0.063
N  -3.5192  -0.5294  0.7571  0.008
H  -7.6272  1.1128  1.8781  0.000
H  -5.9290  0.6711  2.0553  0.000
H  -7.1807  -0.5744  2.0719  0.000
H  -7.7228  -0.1591  -0.2694  0.000
H  -5.6200  2.0552  -0.1449  0.000
H  -7.3537  2.2557  -0.3450  0.000
H  -6.4263  1.4968  -1.6255  0.000
H  -5.9009  -1.1553  -1.3071  0.001
H  -5.7674  -1.6572  0.3987  0.000
H  -4.0474  0.5705  -2.1821  0.001
C  1.2902  -3.2067  2.6886  0.128
C  -0.0678  -3.6174  2.2206  0.417
C  -0.2954  -5.0881  2.1624  0.015
C  -1.1854  -2.8168  2.8025  0.094
Si  0.0063  -2.7823  -0.1016  0.313
C  1.7213  -3.5429  -0.8758  0.092
C  2.9415  -2.7453  -0.4105  0.041
C  1.9732  -5.0172  -0.5604  0.025
C  1.6214  -3.3629  -2.3956  0.041
C  -1.5982  -3.6913  -0.9491  0.103
C  -1.8946  -2.8523  -2.1976  0.069
C  -1.3928  -5.1444  -1.3763  0.031
C  -2.8372  -3.6420  -0.0504  0.038
H  1.3521  -3.3509  3.7697  0.019
H  1.4739  -2.1532  2.4949  -0.046
H  2.0739  -3.8067  2.2395  0.007
H  -0.2341  -5.4798  3.1827  0.020
H  0.4587  -5.6090  1.5827  0.004
H  -1.2820  -5.3405  1.7890  0.008
H  -1.0987  -2.8301  3.8922  0.029
H  -2.1591  -3.2151  2.5440  -0.004
H  -1.1405  -1.7663  2.5081  -0.026
H  3.0043  -2.6628  0.6699  -0.001
H  2.9263  -1.7464  -0.8325  -0.003
H  3.8483  -3.2382  -0.7578  -0.001
H  2.2725  -5.1549  0.4750  0.002
H  2.7946  -5.3746  -1.1802  0.000
H  1.1165  -5.6457  -0.7695  -0.005
H  1.4015  -2.3297  -2.6591  -0.010
H  0.8648  -4.0054  -2.8332  0.003
H  2.5737  -3.6234  -2.8542  0.001
H  -1.0505  -2.8196  -2.8804  -0.001
H  -2.1396  -1.8312  -1.9169  -0.018
H  -2.7433  -3.2715  -2.7363  0.005
H  -0.6262  -5.2526  -2.1382  0.001
H  -2.3230  -5.5156  -1.8091  0.003
H  -1.1471  -5.7798  -0.5307  -0.005
H  -2.9477  -2.6793  0.4410  -0.011
H  -2.8055  -4.4094  0.7149  0.001
H  -3.7246  -3.8268  -0.6549  0.001

## Properties
HOMO-LUMO gap (alpha / beta), Eh: 0.2470 / 0.1676
Relative energy (zero: lowest compared OMol25 entry of this formula, charge and spin), eV: 1.391
Total charge: +2
⟨S²⟩: 6.05
DFT total energy, eV: -91550.0616
Molar mass, g mol⁻¹: 910.6
Multiplicity: 5